No. 1
{
  "formula": "C3H10OS2",
  "method": "wB97M-V/def2-TZVPD",
  "elements": ["S", "S", "O", "C", "C", "C", "H", "H", "H", "H", "H", "H", "H", "H", "H", "H"],
  "positions_angstrom": [[0.93, 1.11, -1.04], [-0.84, 0.27, 1.82], [-5.09, -1.62, -1.15], [-0.10, -0.96, 0.69], [2.39, 2.10, -0.63], [1.13, -0.47, -0.15], [1.50, -1.11, -0.97], [1.94, -0.38, 0.60], [-0.96, -1.28, 0.07], [0.01, 0.10, 2.86], [-4.42, -2.19, -0.71], [3.28, 1.83, -1.22], [0.16, -1.81, 1.36], [2.61, 1.97, 0.44], [2.15, 3.16, -0.83], [-4.70, -0.72, -1.15]],
  "multiplicity": 1,
  "gap_ev": 9.00,
  "smiles": "CSCCS.O",
  "e_above_lowest_ev": 0.7724
}

=====

No. 2
{
  "formula": "C22H45NO2P2PtSe2Te",
  "method": "wB97M-V/def2-TZVPD",
  "elements": ["Pt", "Te", "Se", "Se", "P", "P", "O", "O", "N", "C", "C", "C", "C", "C", "C", "C", "C", "C", "C", "C", "C", "C", "C", "C", "C", "C", "C", "C", "C", "C", "C", "H", "H", "H", "H", "H", "H", "H", "H", "H", "H", "H", "H", "H", "H", "H", "H", "H", "H", "H", "H", "H", "H", "H", "H", "H", "H", "H", "H", "H", "H", "H", "H", "H", "H", "H", "H", "H", "H", "H", "H", "H", "H", "H", "H", "H"],
  "positions_angstrom": [[-0.81, -0.22, 0.12], [0.12, -0.20, 3.03], [1.28, 0.86, -0.90], [3.01, -0.12, 0.37], [-2.21, 1.63, 0.20], [-2.72, -1.42, -0.08], [2.88, 2.23, 3.02], [4.46, 4.15, 1.71], [1.25, -2.00, -3.78], [-4.13, -0.32, 0.33], [1.92, 2.70, -0.55], [-0.23, 1.51, 4.26], [0.89, -1.35, -5.08], [0.83, -3.97, -1.64], [2.55, -1.48, -3.27], [-2.49, 2.44, 1.80], [-1.49, -1.28, 3.92], [0.11, -1.90, -2.79], [0.38, -2.66, -1.51], [-3.10, -2.03, -1.75], [3.93, 1.60, 0.45], [0.14, -2.09, -0.24], [-2.98, -2.88, 0.95], [3.68, 4.07, 0.54], [-1.91, 3.04, -0.91], [0.93, -4.22, 0.72], [1.13, -4.76, -0.55], [-3.88, 1.06, -0.29], [2.92, 2.74, 0.60], [0.42, -2.93, 0.84], [2.13, 2.65, 1.91], [1.34, 1.91, 1.78], [-1.44, -2.31, 3.60], [4.57, 1.53, 1.32], [-0.07, -0.84, -2.61], [0.73, -0.29, -4.89], [-1.56, 2.89, 2.15], [1.15, -4.80, 1.60], [4.98, 4.96, 1.72], [2.37, 3.01, -1.49], [3.33, -1.70, -3.99], [-3.93, -3.33, 0.69], [-2.98, -2.62, 2.00], [-4.11, -2.44, -1.77], [1.71, -1.48, -5.78], [-1.37, -1.24, 5.00], [1.39, -2.99, -3.97], [-3.90, 1.00, -1.38], [3.56, 2.91, 3.19], [-0.75, -2.30, -3.33], [-1.67, 2.70, -1.91], [-1.09, 3.64, -0.52], [-0.02, -1.80, -5.46], [-2.40, -2.84, -1.99], [4.54, 1.73, -0.44], [-1.30, 1.61, 4.43], [1.65, 3.62, 2.08], [-3.26, 3.21, 1.72], [-2.18, -3.61, 0.76], [2.78, -1.95, -2.32], [-2.80, 3.68, -0.95], [2.96, 4.89, 0.49], [-2.80, 1.70, 2.54], [0.23, -2.60, 1.85], [0.28, 1.36, 5.21], [1.48, -5.77, -0.67], [-2.45, -0.84, 3.64], [0.17, 2.41, 3.79], [-3.01, -1.24, -2.48], [-4.64, 1.78, 0.02], [-4.19, -0.25, 1.42], [4.30, 4.11, -0.36], [1.05, 3.33, -0.35], [2.46, -0.40, -3.13], [0.93, -4.43, -2.63], [-5.06, -0.76, -0.02]],
  "multiplicity": 1,
  "gap_ev": 7.18,
  "charge": 2,
  "e_above_lowest_ev": 0.0000
}

=====

No. 3
{
  "formula": "C21H22BrMnN5O2Se",
  "method": "wB97M-V/def2-TZVPD",
  "elements": ["Br", "Se", "Mn", "O", "O", "N", "N", "N", "N", "N", "C", "C", "C", "C", "C", "C", "C", "C", "C", "C", "C", "C", "C", "C", "C", "C", "C", "C", "C", "C", "C", "H", "H", "H", "H", "H", "H", "H", "H", "H", "H", "H", "H", "H", "H", "H", "H", "H", "H", "H", "H", "H", "H"],
  "positions_angstrom": [[0.11, 0.21, -2.15], [2.80, 0.47, 1.11], [0.71, 0.73, 0.27], [-2.06, 1.73, 3.64], [-0.21, 0.87, 2.18], [-1.32, 2.91, -0.52], [-0.07, 2.98, 0.17], [7.25, 0.13, -0.37], [-1.20, -1.18, 1.71], [-0.89, -0.93, 0.44], [-2.03, -1.04, -4.34], [-0.39, -0.38, 2.69], [5.32, -0.85, 0.63], [-1.92, 0.64, 4.42], [-2.59, 0.58, 5.64], [-1.60, 0.53, -6.12], [5.23, 1.39, -0.19], [-1.67, -0.48, -7.05], [-1.04, -1.56, 4.82], [6.55, 1.24, -0.57], [-2.48, -0.54, 6.44], [-2.18, -2.04, -5.30], [-1.78, 0.26, -4.77], [4.59, 0.32, 0.42], [6.64, -0.89, 0.21], [-1.72, -1.62, 6.02], [-1.74, -1.19, -0.51], [-2.19, -1.37, -2.93], [-1.47, -0.91, -1.88], [-2.00, -1.77, -6.64], [-1.12, -0.44, 4.01], [7.24, -1.77, 0.35], [-2.19, -1.29, 1.94], [-1.77, 1.08, -4.06], [-2.93, -2.12, -2.70], [-1.89, 2.19, -0.07], [-1.40, 1.54, -6.43], [-2.11, -2.55, -7.37], [-2.73, -1.60, -0.29], [-0.16, 3.25, 1.16], [0.50, 3.69, -0.30], [7.10, 2.04, -1.04], [-1.49, -0.28, -8.10], [-3.00, -0.57, 7.38], [-3.17, 1.43, 5.94], [4.87, -1.70, 1.11], [-1.36, 1.62, 2.93], [-2.42, -3.05, -4.98], [-1.67, -2.51, 6.63], [-1.84, 3.80, -0.48], [4.71, 2.32, -0.37], [0.59, -0.92, 2.78], [-0.43, -2.39, 4.50]],
  "s_squared": 8.760,
  "multiplicity": 6,
  "gap_ev": [6.92, 7.14]
}

=====

No. 4
{
  "formula": "C2H5S",
  "method": "wB97M-V/def2-TZVPD",
  "elements": ["S", "C", "C", "H", "H", "H", "H", "H"],
  "positions_angstrom": [[1.06, -1.67, 0.87], [0.22, -0.53, -0.48], [-0.26, 0.69, 0.41], [-0.61, -1.10, -0.89], [0.90, -0.35, -1.36], [-0.95, 1.27, -0.38], [0.60, 1.35, 0.65], [-0.96, 0.34, 1.19]],
  "multiplicity": 1,
  "gap_ev": 6.65,
  "smiles": "CC[S-]",
  "charge": -1,
  "e_above_lowest_ev": 0.6950
}

=====

No. 5
{
  "formula": "C12H26NO3P2Pm",
  "method": "wB97M-V/def2-TZVPD",
  "elements": ["Pm", "P", "P", "O", "O", "O", "N", "C", "C", "C", "C", "C", "C", "C", "C", "C", "C", "C", "C", "H", "H", "H", "H", "H", "H", "H", "H", "H", "H", "H", "H", "H", "H", "H", "H", "H", "H", "H", "H", "H", "H", "H", "H", "H", "H"],
  "positions_angstrom": [[-0.64, -0.19, -0.79], [0.01, -2.73, 0.25], [0.30, 2.49, -0.71], [-1.97, 0.47, 0.64], [-0.87, -0.46, -3.15], [-2.17, -2.55, -2.72], [1.85, -0.30, -0.50], [4.65, -0.39, -0.65], [-0.20, 3.95, -1.68], [-0.58, -3.72, 1.67], [1.77, -2.45, 0.75], [0.23, -4.06, -0.98], [2.55, 0.71, -1.09], [1.12, 3.30, 0.69], [1.72, 1.81, -1.73], [-2.52, 1.08, 1.79], [2.54, -1.34, 0.04], [3.93, -1.41, -0.01], [3.93, 0.68, -1.19], [0.36, 3.56, 1.44], [0.57, 4.73, -1.61], [-1.67, -3.84, 1.59], [-0.36, -3.21, 2.62], [2.34, 2.69, -1.97], [-1.37, -1.34, -3.32], [-0.28, -0.28, -3.90], [2.31, -3.41, 0.63], [-2.70, -3.22, -3.21], [1.24, 1.42, -2.67], [-0.73, -4.29, -1.45], [0.93, -3.74, -1.76], [1.62, 4.21, 0.35], [1.85, 2.63, 1.16], [-0.36, 3.67, -2.73], [0.63, -4.96, -0.49], [4.44, 1.50, -1.69], [-2.83, -2.06, -2.17], [-0.12, -4.72, 1.69], [-2.19, 2.13, 1.86], [-1.15, 4.32, -1.28], [-2.19, 0.55, 2.70], [-3.61, 1.05, 1.77], [5.73, -0.45, -0.73], [1.75, -2.23, 1.84], [4.43, -2.26, 0.45]],
  "s_squared": 6.007,
  "multiplicity": 5,
  "gap_ev": [9.07, 9.21],
  "charge": 2,
  "e_above_lowest_ev": 0.0000
}

=====

No. 6
{
  "formula": "C16H46CuN2O10P",
  "method": "wB97M-V/def2-TZVPD",
  "elements": ["Cu", "P", "O", "O", "O", "O", "O", "O", "O", "O", "O", "O", "N", "N", "C", "C", "C", "C", "C", "C", "C", "C", "C", "C", "C", "C", "C", "C", "C", "C", "H", "H", "H", "H", "H", "H", "H", "H", "H", "H", "H", "H", "H", "H", "H", "H", "H", "H", "H", "H", "H", "H", "H", "H", "H", "H", "H", "H", "H", "H", "H", "H", "H", "H", "H", "H", "H", "H", "H", "H", "H", "H", "H", "H", "H", "H"],
  "positions_angstrom": [[0.18, -0.10, 1.22], [-0.32, 0.80, 3.79], [2.31, -1.06, -0.20], [1.86, 2.33, -3.24], [-1.36, 1.00, 2.63], [1.45, -2.15, 2.91], [2.33, 2.46, 2.22], [-0.93, -0.23, 4.77], [1.12, 0.34, 3.27], [-3.08, 1.07, 0.68], [-0.35, 2.07, 4.68], [-2.45, -2.33, -2.31], [-1.07, -1.99, 1.12], [-0.44, 1.63, -0.47], [1.25, 2.58, -1.99], [0.87, -4.27, 3.88], [-1.13, 2.35, -2.70], [-0.02, 1.73, -1.88], [2.75, -0.89, -1.53], [-3.81, 2.26, 0.51], [-4.71, 2.15, -0.72], [3.32, 2.01, 1.31], [2.12, -1.88, -2.49], [-2.38, -1.93, -0.93], [3.87, 3.21, 0.57], [-1.58, -4.14, 0.07], [-1.29, -2.65, -0.18], [3.22, 2.71, -3.31], [1.35, -2.83, 4.15], [-3.54, -1.74, -2.94], [0.09, 0.70, -2.25], [-0.57, -2.63, 1.73], [4.06, 1.50, 1.94], [-1.96, -1.86, 1.60], [-2.54, -4.31, 0.57], [-0.87, 2.61, -3.73], [-0.81, -4.53, 0.74], [-0.14, -4.31, 3.49], [-5.44, 1.34, -0.64], [1.49, -4.82, 3.16], [0.61, -2.36, 4.81], [3.42, 3.54, -2.62], [-1.47, 3.28, -2.22], [3.16, 3.86, 0.06], [1.03, -1.84, -2.47], [-1.57, -4.73, -0.85], [3.43, 2.97, -4.34], [2.53, -1.59, -3.47], [2.41, -2.91, -2.29], [-3.13, 3.09, 0.27], [-1.98, 1.68, -2.87], [1.86, 1.65, 2.61], [-2.11, -0.87, -1.00], [-3.33, -2.03, -0.40], [-2.42, 1.16, 1.44], [-4.37, 2.44, 1.42], [-4.14, 2.00, -1.64], [-3.75, -2.20, -3.91], [-1.44, 1.43, -0.50], [4.30, 3.89, 1.32], [0.97, -4.85, 4.81], [2.86, 1.28, 0.64], [2.43, 0.10, -1.84], [3.84, 1.89, -2.93], [1.07, 3.64, -1.75], [-5.23, 3.09, -0.91], [4.67, 2.93, -0.13], [1.26, -1.19, 3.10], [-0.35, -2.56, -0.72], [-0.41, 2.56, -0.05], [1.92, 2.30, -1.16], [2.88, -1.62, 0.33], [-4.46, -1.85, -2.34], [-3.45, -0.65, -3.05], [2.31, -2.82, 4.67], [3.85, -0.87, -1.53]],
  "multiplicity": 1,
  "gap_ev": 3.08,
  "charge": -2,
  "e_above_lowest_ev": 2.6202
}

=====

No. 7
{
  "formula": "C6H10O",
  "method": "wB97M-V/def2-TZVPD",
  "elements": ["O", "C", "C", "C", "C", "C", "C", "H", "H", "H", "H", "H", "H", "H", "H", "H", "H"],
  "positions_angstrom": [[0.86, -3.00, 0.11], [-0.34, -0.42, 0.32], [0.78, 1.87, -0.08], [-1.16, -1.49, -0.11], [0.41, -2.05, -0.55], [-0.35, 0.91, -0.32], [-0.53, 2.12, 0.58], [1.61, 1.52, 0.53], [-0.85, 0.95, -1.29], [0.12, -0.50, 1.31], [-1.50, -2.23, 0.60], [-1.17, 2.91, 0.21], [-1.83, -1.31, -0.95], [0.29, -1.99, -1.65], [-0.61, 1.94, 1.65], [1.07, 2.51, -0.91], [1.00, -0.99, -0.43]],
  "multiplicity": 1,
  "gap_ev": 8.96,
  "e_above_lowest_ev": 3.9655
}

=====

No. 8
{
  "formula": "C4H10N4",
  "method": "wB97M-V/def2-TZVPD",
  "elements": ["N", "N", "N", "N", "C", "C", "C", "C", "H", "H", "H", "H", "H", "H", "H", "H", "H", "H"],
  "positions_angstrom": [[0.58, -0.52, 2.35], [2.07, 0.29, -0.70], [1.03, -0.88, 1.06], [0.93, 0.18, 0.11], [-1.37, -0.34, -0.20], [-0.30, 1.29, -1.71], [-0.30, 0.32, -0.57], [-2.44, -0.93, 0.23], [-0.35, -0.11, 2.33], [-1.31, 1.43, -2.08], [0.47, -1.68, 0.76], [2.31, -0.61, -1.13], [0.33, 0.93, -2.52], [-3.08, -0.50, 0.98], [2.85, 0.59, -0.13], [0.10, 2.25, -1.37], [-2.76, -1.88, -0.17], [1.23, 0.16, 2.73]],
  "multiplicity": 1,
  "gap_ev": 9.35,
  "smiles": "C=C=C(C)N(N)NN",
  "e_above_lowest_ev": 4.3197
}

=====

No. 9
{
  "formula": "C3H8NOS",
  "method": "wB97M-V/def2-TZVPD",
  "elements": ["S", "O", "N", "C", "C", "C", "H", "H", "H", "H", "H", "H", "H", "H"],
  "positions_angstrom": [[1.14, 0.30, -1.90], [1.19, 1.84, -1.40], [-0.27, 0.55, 0.28], [0.10, -1.75, -0.48], [0.27, -0.28, -0.61], [-0.71, 0.43, 1.69], [-0.20, -0.39, 2.29], [0.78, -2.21, -1.07], [-0.40, 1.53, -0.02], [-0.47, 1.31, 2.17], [0.06, -2.10, 0.52], [1.11, 2.45, -2.15], [-1.77, 0.23, 1.78], [-0.82, -1.91, -1.08]],
  "multiplicity": 1,
  "gap_ev": 10.00,
  "charge": 1,
  "e_above_lowest_ev": 0.6768
}

=====

No. 10
{
  "formula": "C33H28F2N5O9S2",
  "method": "wB97M-V/def2-TZVPD",
  "elements": ["S", "S", "F", "F", "O", "O", "O", "O", "O", "O", "O", "O", "O", "N", "N", "N", "N", "N", "C", "C", "C", "C", "C", "C", "C", "C", "C", "C", "C", "C", "C", "C", "C", "C", "C", "C", "C", "C", "C", "C", "C", "C", "C", "C", "C", "C", "C", "C", "C", "C", "C", "H", "H", "H", "H", "H", "H", "H", "H", "H", "H", "H", "H", "H", "H", "H", "H", "H", "H", "H", "H", "H", "H", "H", "H", "H", "H", "H", "H"],
  "positions_angstrom": [[0.19, -2.53, -3.14], [-4.86, 1.84, -1.56], [-4.49, -0.10, 1.37], [-5.41, 0.26, -1.91], [-6.02, -1.73, -4.24], [4.26, 1.34, 3.46], [-5.96, 2.50, -0.76], [1.52, 2.66, 2.14], [4.55, 2.77, 1.54], [-6.44, -0.98, -6.23], [-7.74, -2.45, -5.32], [-4.75, 2.61, -2.88], [1.22, 1.67, -2.88], [2.77, -1.06, -3.01], [-6.73, -1.72, -5.26], [-3.00, 0.05, -3.55], [6.60, -5.07, -2.56], [-1.36, 2.36, 2.99], [2.14, 0.65, 0.66], [-0.34, 1.82, 0.61], [3.21, -0.11, 1.59], [-1.92, 1.48, -1.64], [-3.20, 1.82, -0.73], [4.97, 1.81, 2.30], [1.99, 0.33, -0.91], [4.13, -1.23, 0.94], [0.90, 1.23, -1.73], [-2.09, 1.40, 5.20], [6.03, -2.65, 2.67], [1.78, -1.96, -3.08], [-3.01, 2.12, 0.83], [-4.27, 2.44, 1.83], [1.15, 1.81, 1.26], [5.61, -5.38, -1.56], [-3.58, 0.37, -4.93], [-6.58, 1.06, 2.28], [-0.48, 1.51, -0.96], [5.17, -2.00, 1.90], [2.91, -0.77, -1.55], [4.85, -2.68, -1.26], [5.97, -2.41, -2.38], [-1.41, 1.24, 3.72], [-1.58, 2.10, 1.55], [-2.00, 1.15, -3.22], [4.77, -4.24, -0.90], [3.95, -1.54, -0.60], [-0.84, -0.21, 3.30], [3.29, 0.29, 3.14], [-4.96, 1.02, 2.21], [6.39, 1.12, 1.96], [6.74, -3.68, -2.88], [-2.50, 2.47, 5.30], [-1.21, 1.28, 5.95], [6.70, 0.42, 2.84], [-2.47, -0.84, -3.73], [6.36, 0.43, 1.03], [-4.61, 0.75, 3.29], [-3.94, 1.47, -5.00], [5.43, -6.48, -1.23], [-7.00, 2.04, 2.72], [7.58, -3.45, -3.67], [-3.85, 2.87, 2.83], [-2.80, 0.24, -5.78], [-2.92, 0.61, 5.33], [-2.30, 2.14, -3.75], [7.18, 1.93, 1.75], [0.27, -0.19, 2.96], [3.55, -0.62, 3.82], [-1.50, -0.70, 2.50], [-6.88, 0.22, 3.02], [-4.98, 3.23, 1.42], [6.21, -1.34, -2.75], [-4.50, -0.29, -5.18], [6.80, -3.32, 3.21], [-1.01, 0.83, -3.69], [2.26, 0.68, 3.54], [-7.04, 0.77, 1.26], [-0.86, -0.93, 4.22], [4.01, -4.55, -0.07]],
  "multiplicity": 1,
  "gap_ev": 3.90,
  "charge": -1
}

=====

No. 11
{
  "formula": "C13H33N4O7",
  "method": "wB97M-V/def2-TZVPD",
  "elements": ["O", "O", "O", "O", "O", "O", "O", "N", "N", "N", "N", "C", "C", "C", "C", "C", "C", "C", "C", "C", "C", "C", "C", "C", "H", "H", "H", "H", "H", "H", "H", "H", "H", "H", "H", "H", "H", "H", "H", "H", "H", "H", "H", "H", "H", "H", "H", "H", "H", "H", "H", "H", "H", "H", "H", "H", "H"],
  "positions_angstrom": [[0.91, -9.39, 1.20], [-0.50, 0.37, -2.32], [2.58, -2.80, 2.08], [0.12, 5.09, -0.29], [2.07, -7.33, 0.78], [-0.54, -7.16, -0.90], [0.84, -8.67, -1.11], [0.31, -4.36, 1.22], [-0.44, -8.33, -1.32], [-2.13, 5.95, -1.86], [-0.56, -1.36, -0.02], [-1.77, 0.76, -2.81], [1.12, 4.39, -1.02], [-0.16, 6.40, -3.22], [-0.88, 6.72, -1.91], [2.26, -1.52, 2.59], [-0.76, 0.09, 0.15], [0.62, -4.26, 2.65], [2.11, -3.89, 2.89], [1.25, -8.47, 0.29], [-0.36, -3.30, 3.31], [-0.17, 0.89, -1.03], [-0.01, 6.47, -0.66], [-2.25, 0.36, 0.38], [0.64, -3.49, 0.78], [-0.06, -3.08, 4.34], [0.46, -5.25, 3.10], [0.85, 6.82, -3.23], [1.28, -1.20, 2.22], [-1.13, 7.78, -1.94], [-2.65, 6.23, -1.03], [0.97, 6.94, -0.75], [-0.70, 6.83, -4.07], [2.31, -3.70, 3.95], [0.70, 3.97, -1.93], [2.28, -1.49, 3.69], [1.98, 5.02, -1.25], [-2.89, -0.14, -0.36], [1.46, 3.56, -0.40], [-0.42, 1.95, -0.97], [-2.56, -0.02, 1.36], [-1.74, 0.73, -3.90], [-1.36, -3.74, 3.34], [0.44, -1.54, -0.08], [-0.24, 0.41, 1.06], [-1.89, 4.97, -1.67], [0.91, -5.07, 0.80], [2.72, -4.75, 2.60], [3.00, -0.81, 2.21], [0.93, 0.83, -0.96], [-0.45, -2.35, 2.77], [-2.53, 0.06, -2.47], [-0.90, -1.60, -0.95], [-0.51, 6.95, 0.19], [-0.08, 5.32, -3.41], [-2.46, 1.43, 0.35], [-2.03, 1.78, -2.50]],
  "multiplicity": 1,
  "gap_ev": 6.49,
  "charge": -1
}

=====

Number 1: E_tot -991.883238 hartree. Number 2: E_tot -6942.982781 hartree. Number 3: E_tot -7364.094069 hartree. Number 4: E_tot -477.381816 hartree. Number 5: E_tot -2043.963916 hartree. Number 6: E_tot -3480.993587 hartree. Number 7: E_tot -309.696640 hartree. Number 8: E_tot -377.288063 hartree. Number 9: E_tot -646.999578 hartree. Number 10: E_tot -3220.363904 hartree. Number 11: E_tot -1260.647245 hartree.